Record 1
DFT (wB97M-V/def2-TZVPD) results for a single C5H7NO molecule.

Each line ends with the natural charge from an NBO analysis.
Positions of all 14 atoms, in Å:
C1 1.43124 -1.40827 0.04301  -0.359
C2 1.50923 -0.10128 0.27640  -0.197
C3 0.32523 0.71794 0.75715  -0.526
C4 -0.41034 1.32224 -0.41436  0.217
N1 -1.46726 0.88637 -0.96413  -0.469
C5 -2.12187 -0.27995 -0.59461  0.518
O1 -1.68424 -1.40496 -0.70207  -0.559
H1 0.49135 -1.94364 0.15330  0.218
H2 2.29298 -1.97273 -0.29951  0.202
H3 2.44570 0.43219 0.11777  0.201
H4 -0.35243 0.08526 1.33980  0.228
H5 0.67307 1.53193 1.40446  0.228
H6 0.02464 2.22609 -0.85266  0.179
H7 -3.15730 -0.09118 -0.26454  0.119

Output
energy relative to the best compared isomer or geometry (same formula, charge and spin): 1.6158 eV
HOMO-LUMO gap: 10.2 eV
structure (SMILES): C=CC/C=N\C=O
net charge: 0
E_LUMO: 0.63 eV
2S+1: 1

=====

Record 2
DFT (wB97M-V/def2-TZVPD) results for a single C5H7ClN2O2S molecule in a non-equilibrium geometry.

Each line ends with the natural charge from an NBO analysis.
Positions of all 18 atoms, in Å:
N1 0.61433 0.57029 1.77283  -1.113
S1 -0.86466 0.89845 1.15160  2.325
O1 -1.08314 2.24979 0.75798  -0.929
O2 -1.84861 0.25584 2.00370  -0.935
C1 -0.79480 -0.00426 -0.37710  -0.522
C2 -0.19159 -1.28548 -0.09093  -0.212
C3 0.97612 -1.57406 -0.65135  -0.020
N2 1.71659 -0.65077 -1.41098  -0.477
C4 1.26037 0.45835 -1.76536  0.345
Cl1 2.18575 1.55279 -2.86116  -0.041
C5 -0.12615 0.95930 -1.45290  -0.492
H1 0.75335 0.12162 2.69323  0.428
H2 1.42041 1.08552 1.64967  0.408
H3 -1.74565 -0.21273 -0.65124  0.257
H4 -0.56354 -2.04158 0.53375  0.240
H5 1.62233 -2.39867 -0.63533  0.214
H6 -0.65736 0.79564 -2.46229  0.254
H7 0.01123 1.91872 -1.09515  0.269

Output
energy relative to the best compared isomer or geometry (same formula, charge and spin): 0.2330 eV
HOMO-LUMO gap: 9.7 eV
structure (SMILES): NS(=O)(=O)[C@@H]1C=CN=C(Cl)C1
net charge: 0
E_LUMO: 0.21 eV
2S+1: 1

=====

Record 3
DFT (wB97M-V/def2-TZVPD) results for a single ClF molecule.

Each line ends with the natural charge from an NBO analysis.
Positions of all 2 atoms, in Å:
F1 -0.19210 0.19950 -1.01077  -0.357
Cl1 0.10170 -0.10562 0.53512  0.357

Output
energy relative to the best compared isomer or geometry (same formula, charge and spin): 0.0063 eV
HOMO-LUMO gap: 11.2 eV
structure (SMILES): FCl
net charge: 0
E_LUMO: -0.63 eV
2S+1: 1

=====

Record 4
DFT (wB97M-V/def2-TZVPD) results for 2 unconnected molecules or ions with the total composition C11H15N in a non-equilibrium geometry.

Each line ends with the natural charge from an NBO analysis.
Positions of all 27 atoms, in Å:
C1 0.21976 -0.58595 2.49257  -0.638
C2 0.53736 -0.47935 1.04263  -0.056
C3 1.19403 0.48869 0.35261  -0.049
N1 1.23063 0.13098 -1.03372  -0.558
C4 0.35255 -0.91640 -1.16268  0.162
C5 0.03351 -1.61090 -2.34923  -0.239
C6 -0.81810 -2.67939 -2.27653  -0.209
C7 -1.48454 -2.98217 -1.04778  -0.233
C8 -1.16524 -2.29289 0.09530  -0.193
C9 -0.16038 -1.33196 0.09223  -0.107
H1 0.51904 -1.57107 2.89724  0.217
H2 -0.82968 -0.47401 2.75167  0.222
H3 0.89387 0.05826 3.07631  0.219
H4 1.88778 1.26958 0.59269  0.210
H5 1.11766 1.00461 -1.53084  0.399
H6 0.66484 -1.40638 -3.21537  0.215
H7 -1.09831 -3.28170 -3.12962  0.211
H8 -2.13425 -3.84794 -1.12136  0.214
H9 -1.68349 -2.57169 1.01346  0.212
C10 0.41111 4.30478 1.72193  -0.635
C11 -0.37092 5.05308 0.71321  -0.623
H10 0.88255 3.39734 1.32525  0.209
H11 0.97552 4.91265 2.44466  0.218
H12 -0.16321 3.72854 2.45982  0.210
H13 0.26498 5.38773 -0.12456  0.202
H14 -0.86646 5.94512 1.11362  0.207
H15 -1.24641 4.60961 0.21607  0.212

Output
energy relative to the best compared isomer or geometry (same formula, charge and spin): 1.3490 eV
HOMO-LUMO gap: 9.0 eV
structure (SMILES): Cc1c[nH]c2ccccc12.CC
net charge: 0
E_LUMO: 0.82 eV
2S+1: 1

=====

Record 5
DFT (wB97M-V/def2-TZVPD) results for 4 unconnected molecules or ions with the total composition C3H12O4 in a non-equilibrium geometry.

Each line ends with the natural charge from an NBO analysis.
Positions of all 19 atoms, in Å:
C1 -1.85658 -0.22692 2.16534  -0.674
C2 -0.45544 -0.19885 2.67347  -0.288
C3 0.58343 0.47378 2.15174  0.132
O1 0.73089 0.82593 0.83339  -0.723
H1 -2.48117 -0.79670 2.86292  0.224
H2 -1.90976 -0.83029 1.23225  0.218
H3 -2.30392 0.76120 2.10389  0.225
H4 -0.23387 -0.44868 3.71438  0.206
H5 1.51304 0.39645 2.71381  0.176
H6 -0.18183 1.00759 0.54808  0.507
O2 -1.30205 0.36591 -1.24090  -0.975
H7 -0.76671 0.18071 -2.02079  0.501
H8 -1.95963 -0.33811 -1.24070  0.476
O3 1.98215 0.12124 -1.54755  -0.976
H9 2.69062 0.49292 -1.02622  0.477
H10 1.28861 0.15124 -0.87851  0.496
O4 0.23322 -1.13144 -3.31775  -0.975
H11 1.09724 -0.69828 -3.14128  0.501
H12 0.45762 -1.57850 -4.14824  0.473

Output
energy relative to the best compared isomer or geometry (same formula, charge and spin): 0.8409 eV
HOMO-LUMO gap: 9.6 eV
structure (SMILES): C/C=C\O.O.O.O
net charge: 0
E_LUMO: 0.75 eV
2S+1: 1

=====

Record 6
DFT (wB97M-V/def2-TZVPD) results for a molecular structure, C2H2LiLuO2 in a non-equilibrium geometry.

Each line ends with the natural charge from an NBO analysis.
Positions of all 8 atoms, in Å:
C1 -0.96250 -1.27125 -0.45640  0.820
C2 0.33240 -0.61558 -0.16499  -0.228
O1 0.49179 0.66197 -0.59393  -0.853
O2 -1.87028 -0.54850 -1.00466  -0.193
H1 0.90282 -1.42148 -0.78231  0.317
Lu1 -0.49769 2.26948 1.32466  1.103
Li1 1.09859 1.71682 0.75101  0.777
H2 0.50487 -0.79146 0.92662  0.256

Output
energy relative to the best compared isomer or geometry (same formula, charge and spin): 11.4311 eV
HOMO-LUMO gap (spin up / spin down): 5.1 / 5.1 eV
net charge: +2
E_LUMO (spin up / spin down): -12.36 / -12.34 eV
2S+1: 1

=====

Record 7
DFT (wB97M-V/def2-TZVPD) results for a single C4H4N2O molecule in a non-equilibrium geometry.

Each line ends with the Mulliken spin population.
Positions of all 11 atoms, in Å:
C1 0.93499 -1.08525 0.30888  0.529
C2 1.99561 -0.14815 0.01460  -0.045
C3 -1.37633 0.87042 -0.11028  0.490
C4 -1.31565 -0.48617 -0.31286  0.143
N1 -0.30050 -1.30684 0.03252  0.419
N2 2.96907 0.46944 -0.23188  0.283
O1 -0.36511 1.70219 0.30652  0.121
H1 1.46330 -1.97954 0.82204  0.026
H2 0.37937 1.36936 -0.18977  -0.005
H3 -2.21075 1.49675 -0.04967  0.021
H4 -2.17400 -0.90222 -0.59010  0.017

Output
<S²>: 2.023
energy relative to the best compared isomer or geometry (same formula, charge and spin): 0.8626 eV
HOMO-LUMO gap (spin up / spin down): 7.6 / 7.6 eV
net charge: 0
E_LUMO (spin up / spin down): 0.62 / -2.94 eV
2S+1: 3

=====

Question: Which value of 2S+1 does entry 3 give?
Answer: 1

=====

Question: energy relative to the best compared isomer or geometry (same formula, charge and spin) of number 4 (C11H15N)?
Answer: 1.3490 eV